# 1
Computed, not measured: C5H15N2S as an isolated structure at a distorted geometry, with ωB97M-V with the def2-TZVPD basis set.

Geometry (Å):
C 1.5003 -0.8007 1.1780
N -0.9516 1.1864 0.6300
C -2.3708 0.8253 0.6725
C -2.9566 0.0743 -0.6140
S -2.3725 -1.6322 -0.4804
C 1.7931 0.1073 0.0600
N 0.7342 0.1121 -0.8573
C 3.0662 -0.2810 -0.5504
H 1.4109 -1.8582 0.8807
H 0.6073 -0.4678 1.6578
H 2.3796 -0.7109 1.8599
H -2.5171 0.1246 1.5569
H -2.9872 1.6999 0.9166
H -4.0615 0.0498 -0.7098
H -2.5226 0.4988 -1.5347
H -3.1311 -2.0078 -1.5248
H 2.0204 1.0958 0.4941
H -0.7754 2.1843 0.3627
H -0.2332 0.6199 -0.2604
H 1.0658 0.2557 -1.7440
H 3.0700 -1.2169 -1.1377
H 3.7461 -0.3840 0.3017
H 3.4858 0.5253 -1.1576

## Properties
E_LUMO	-8.325	eV
ΔE to the lowest compared entry with this formula, charge and spin	635.5	kJ/mol
HOMO level	-0.47386	hartree
HOMO-LUMO gap	4.5694	eV
charge	+1
M	135.26	g/mol

---

# 2
Computed, not measured: a 2-piece molecular cluster, C5H15N2S overall at a distorted geometry, with ωB97M-V with the def2-TZVPD basis set.

Geometry (Å):
C 0.7853 -0.0409 -1.5111
C 0.4809 -0.9338 2.5980
C -2.3872 0.9968 -0.7583
C -0.4187 -0.4753 -0.6470
C 0.9630 0.2632 1.8896
N 2.1346 0.2607 1.2253
N -1.7221 -0.2167 -1.3174
S 0.0976 1.7986 1.9361
H 0.7182 -0.2978 -2.5795
H 0.9399 1.0366 -1.3823
H 1.7053 -0.5492 -1.0632
H 0.4779 -1.8302 2.0597
H 0.9004 -1.1551 3.6741
H -0.5901 -0.9990 2.8279
H -1.8259 1.8504 -1.1176
H -3.5043 1.1585 -1.1579
H -2.2639 0.7980 0.2895
H -0.5160 -1.5152 -0.1282
H 2.5306 1.1430 0.8575
H 2.8721 -0.4656 1.4221
H -2.4307 -0.9635 -1.4517
H -1.3526 -0.0750 -2.3106
H -1.1519 1.3280 2.2959

## Properties
E_LUMO (alpha / beta)	-4.010 / -4.011	eV
ΔE to the lowest compared entry with this formula, charge and spin	446.5	kJ/mol
HOMO level (alpha / beta)	-0.36069 / -0.36065	hartree
HOMO-LUMO gap (alpha / beta)	5.8046 / 5.8029	eV
charge	+1
M	135.26	g/mol

---

# 3
Computed, not measured: C5H15N3 as an isolated structure at a distorted geometry, with ωB97M-V with the def2-TZVPD basis set.

Geometry (Å):
C 2.3715 0.1852 -1.4876
C 1.8912 -0.4249 -0.2048
C 0.5994 -0.1901 0.5053
C -0.6372 -0.8821 -0.1139
N -1.7242 -0.0280 0.3310
C -2.9286 -0.0758 -0.3909
N -3.9648 0.6447 0.2646
N 3.7324 0.6497 1.0482
H 3.1205 0.9761 -1.3223
H 1.5963 0.7863 -1.9306
H 2.0711 -1.4724 0.0600
H 2.6683 -0.5156 -2.2529
H 0.2933 0.8535 0.6827
H 0.6435 -0.5172 1.5694
H -0.7408 -1.8901 0.3157
H -0.5302 -0.9630 -1.2720
H -3.0951 -1.1584 -0.6267
H -2.7684 0.5333 -1.2975
H -4.8764 0.8254 -0.1749
H -3.8594 0.6983 1.2779
H 3.7896 1.1761 1.9171
H 2.7119 0.0803 0.5794
H 4.6560 0.2270 0.9500

## Properties
E_LUMO	-11.547	eV
ΔE to the lowest compared entry with this formula, charge and spin	1046.2	kJ/mol
HOMO level	-0.66043	hartree
HOMO-LUMO gap	6.4247	eV
charge	+2
M	117.20	g/mol

---

# 4
Computed, not measured: an isolated ion of composition C5H15N3 and charge +2 at a distorted geometry, with ωB97M-V with the def2-TZVPD basis set.

Geometry (Å):
C 0.3018 -0.5009 -1.6337
C -1.0222 -0.0206 -1.0821
C -1.0061 0.5710 0.2989
C 0.2525 0.4161 1.1187
C 1.1878 1.4264 1.1366
N 2.4773 1.3130 1.5724
N 0.4494 -0.9254 1.6890
N -2.0529 -1.0278 -1.5198
H 0.8469 -1.2935 -1.1609
H 1.0187 0.5488 -1.7309
H 0.2846 -0.8198 -2.7696
H -1.2910 0.9569 -1.7244
H -1.9904 0.4201 0.7228
H -1.2406 1.7476 0.1453
H 1.0365 2.3272 0.5727
H 2.9384 0.4925 1.9898
H 3.0000 2.0714 1.6334
H 1.1624 -0.8540 2.5493
H -0.4355 -1.3111 2.1588
H 0.8149 -1.6564 1.1966
H -2.9673 -0.6705 -1.6773
H -2.0848 -1.8842 -1.0485
H -1.6805 -1.3267 -2.4370

## Properties
E_LUMO	-7.114	eV
ΔE to the lowest compared entry with this formula, charge and spin	379.5	kJ/mol
HOMO level	-0.60012	hartree
HOMO-LUMO gap	9.2160	eV
charge	+2
structure (SMILES)	C[C@@H]([NH3+])C/C([NH3+])=C/N
M	117.20	g/mol